1.
Formula: C15H11CrF5NO5S
Source: OMol25
Level of theory: the ωB97M-V functional and the def2-TZVPD basis

Calculated values
Calculated total energy = -2951.32540 a.u.
Charge = -1
ΔE to the lowest compared entry with this formula, charge and spin = 0.295 eV
Maximum force = 0.0532 hartree/bohr
2S+1 = 5
HOMO (alpha / beta) = -4.7 / -6.0 eV
Orbital gap (alpha / beta) = 7.20 / 8.31 eV

Geometry (Å):
Cr  -0.3484  0.2388  -0.4191
O  3.2217  1.6074  -1.4322
C  2.0439  1.4410  -1.1379
O  1.2830  0.5000  -1.5336
C  1.3125  2.4580  -0.2852
C  1.8796  3.6663  0.0832
C  1.1011  4.6294  0.7053
C  -0.2440  4.3230  0.9192
C  -0.7314  3.0838  0.5745
N  0.0177  2.1256  -0.0104
H  2.9231  3.8232  -0.1462
H  1.5097  5.5834  1.0020
H  -0.9066  5.0465  1.3670
H  -1.7644  2.8399  0.7719
F  -1.8268  0.4831  1.9958
C  -2.0418  0.2005  0.6465
F  -3.0602  1.1053  0.3109
C  -2.7086  -1.1530  0.6032
F  -3.8175  -1.2851  1.3724
F  -3.1133  -1.4418  -0.6426
F  -1.8720  -2.1162  1.0085
C  5.2572  -1.8016  -4.4880
C  4.1128  -1.8517  -3.5213
C  4.3433  -1.8239  -2.1514
C  3.2844  -1.9084  -1.2649
C  1.9978  -2.0246  -1.7498
C  1.7537  -2.0688  -3.1069
C  2.8116  -1.9771  -3.9914
S  0.6186  -2.2091  -0.6284
O  0.9011  -1.4403  0.5906
O  0.4841  -3.6305  -0.4239
O  -0.5531  -1.5974  -1.3061
H  5.6324  -2.8123  -4.6533
H  6.0669  -1.1928  -4.0961
H  4.9434  -1.3946  -5.4466
H  5.3574  -1.7408  -1.7823
H  3.4375  -1.8687  -0.1972
H  0.7325  -2.1540  -3.4399
H  2.6327  -2.0129  -5.0572

=====

2.
Formula: C7H14NO
Source: OMol25
Level of theory: the ωB97M-V functional and the def2-TZVPD basis

Calculated values
Calculated total energy = -404.72646 a.u.
Charge = +1
ΔE to the lowest compared entry with this formula, charge and spin = 4.652 eV
Maximum force = 0.0994 hartree/bohr
HOMO = -13.9 eV
Orbital gap = 8.64 eV

Geometry (Å):
C  -0.0762  0.3454  -1.0014
C  3.9092  -0.2586  -0.0387
C  4.3334  -1.5478  -0.4214
C  -4.7534  -0.2065  0.6467
C  2.4851  1.5507  0.4089
C  -3.3297  -0.5018  0.3176
C  -2.6341  0.4058  -0.7433
N  -1.2324  0.3550  -0.8868
O  2.7665  0.2452  0.1093
H  4.7374  0.4213  0.2491
H  3.6023  -2.2158  -0.7215
H  4.9869  -2.0148  0.3343
H  5.0206  -1.3790  -1.2809
H  -5.1277  -1.0080  1.2133
H  -4.9320  0.7274  1.2266
H  -5.3485  -0.2601  -0.3138
H  1.7441  1.6801  1.2321
H  2.0155  2.0522  -0.4952
H  3.5718  1.9095  0.6912
H  -3.2630  -1.6234  0.2086
H  -2.6605  -0.4453  1.2358
H  -3.0454  0.3872  -1.6799
H  -2.7701  1.3813  -0.2904

=====

3.
Formula: C5H7NO
Source: OMol25
Level of theory: the ωB97M-V functional and the def2-TZVPD basis

Calculated values
Calculated total energy = -324.51961 a.u.
ΔE to the lowest compared entry with this formula, charge and spin = 5.574 eV
Maximum force = 0.0150 hartree/bohr
HOMO (alpha / beta) = -7.7 / -7.7 eV
Orbital gap (alpha / beta) = 7.48 / 7.48 eV

Geometry (Å):
O  0.4153  1.6085  1.7477
C  1.1144  1.6412  0.7211
C  0.6882  1.1920  -0.5468
C  -0.5664  -0.5726  -1.0627
C  -0.0302  -1.4965  -0.0078
C  -1.0574  -0.5312  0.4821
N  -0.5880  0.8104  -0.8147
H  2.1935  1.8691  0.7861
H  1.3957  0.9624  -1.3358
H  -1.1977  -0.9958  -1.8476
H  0.9712  -1.4287  0.3992
H  -0.4099  -2.5094  -0.1119
H  -0.7095  0.2142  1.2467
H  -2.1170  -0.7230  0.5022

=====

4.
Formula: C5H9NO2
Source: OMol25
Level of theory: the ωB97M-V functional and the def2-TZVPD basis

Calculated values
Calculated total energy = -400.92466 a.u.
ΔE to the lowest compared entry with this formula, charge and spin = 6.860 eV
Maximum force = 0.0713 hartree/bohr
HOMO (alpha / beta) = -7.5 / -7.5 eV
Orbital gap (alpha / beta) = 7.49 / 7.49 eV

Geometry (Å):
C  1.0470  -0.6221  -0.9063
N  -0.3290  1.9576  0.9065
C  0.2510  0.5274  -1.3647
C  -0.9706  0.4128  -0.6969
C  -0.2122  -1.4245  -0.2536
C  -0.1938  -1.7551  1.0557
O  -1.4307  1.4393  0.1254
O  1.9140  -0.2182  0.1374
H  1.4665  0.4940  0.6241
H  1.6452  -1.2073  -1.6073
H  -0.6940  1.9699  1.8571
H  -0.2177  2.9279  0.6195
H  0.7068  1.4565  -1.6791
H  -1.8383  -0.1118  -1.0856
H  -0.7411  -2.0765  -0.9402
H  -0.7608  -2.5959  1.4287
H  0.3576  -1.1739  1.7793